Record 1
ORCA calculation (ωB97M-V/def2-TZVPD) on a molecular structure, C6H14CsN2O6S.

Results
E_LUMO   1.4 eV
F_max   0.0510 hartree/bohr
Total charge   -1
Highest occupied orbital energy   -3.6 eV

Each line ends with the Löwdin charge.
CARTESIAN COORDINATES (ANGSTROEM)
Cs (0.0713, 1.2096, 1.5654)  1.195
S (2.7397, 3.1395, 1.0806)  0.103
O (4.1410, 3.4249, 0.7546)  -0.418
O (2.0057, 4.3887, 1.3463)  -0.443
O (2.1061, 2.4254, -0.0704)  -0.596
O (2.6952, 2.2507, 2.2740)  -0.588
C (-2.6024, -1.5754, -0.9475)  0.017
C (-2.4744, -1.2914, 0.5268)  -0.573
O (-1.3620, -1.2949, 1.0392)  -0.113
N (-3.5966, -0.9188, 1.1766)  0.006
C (-3.5489, -0.5016, 2.5810)  -0.056
H (-3.3576, -0.9756, -1.4532)  0.082
H (-2.7819, -2.6385, -1.1123)  0.092
H (-1.6286, -1.3600, -1.3803)  0.069
H (-4.3850, -0.5987, 0.6445)  0.129
H (-3.0267, 0.4480, 2.6169)  0.063
H (-2.9987, -1.2688, 3.1237)  0.090
H (-4.5365, -0.4807, 3.0315)  0.083
C (0.5030, 0.1641, -2.5800)  -0.010
C (1.5273, -0.7448, -1.9368)  -0.570
O (1.7891, -1.8352, -2.4440)  0.002
N (2.1014, -0.2531, -0.8383)  -0.010
C (3.2317, -0.8345, -0.1691)  -0.062
H (-0.2925, 0.4836, -1.9009)  0.058
H (0.0497, -0.2785, -3.4614)  0.075
H (0.9944, 1.0936, -2.8863)  0.092
H (1.9158, 0.7283, -0.5976)  0.029
H (3.2619, -0.5553, 0.8837)  0.081
H (4.1688, -0.4369, -0.5790)  0.096
H (3.2895, -1.9139, -0.2878)  0.077

Cartesian forces (eV/Å) of the 3 atoms listed first:
Cs 0.587 0.550 0.189
S 2.119 1.495 0.394
O -0.052 -0.136 -0.195

---

Record 2
ORCA calculation (ωB97M-V/def2-TZVPD) on a molecular structure, C6H14HgN4S.

Results
E_LUMO (spin up / spin down)   -2.5 / -4.9 eV
⟨S²⟩   0.756
F_max   0.0777 hartree/bohr
Total charge   +1
2S+1   2
Highest occupied orbital energy (spin up / spin down)   -10.6 / -11.6 eV

Each line ends with the Löwdin charge.
CARTESIAN COORDINATES (ANGSTROEM)
Hg (7.2899, 5.3812, 3.8006)  0.726
N (4.6585, 6.2855, 4.2647)  -0.030
C (4.8585, 7.6555, 4.7038)  -0.251
C (6.1676, 7.8091, 5.5917)  -0.230
N (7.4374, 7.4381, 4.8538)  -0.114
H (4.3459, 6.1501, 3.3335)  0.060
H (4.0639, 5.8142, 4.9306)  0.085
H (4.1198, 8.1445, 5.4387)  0.141
H (5.0116, 8.3625, 3.9073)  0.102
H (6.1147, 7.0758, 6.3746)  0.064
H (6.2642, 8.7712, 6.0035)  0.096
H (8.2430, 7.3565, 5.5404)  0.069
H (7.6768, 8.1880, 4.1805)  0.096
C (10.6366, 6.5835, 6.7641)  0.027
N (9.2511, 6.3018, 7.2588)  -0.166
C (8.6660, 7.0365, 8.1705)  -0.098
C (7.4648, 6.4812, 8.4378)  -0.093
N (7.3854, 5.3331, 7.7172)  0.073
C (8.5082, 5.1891, 6.9212)  -0.811
S (8.9200, 4.0582, 5.7419)  0.525
H (10.7897, 7.5795, 7.1436)  0.092
H (10.6017, 6.3443, 5.7340)  0.054
H (11.3096, 5.8272, 7.2544)  0.126
H (9.1352, 7.8752, 8.6490)  0.140
H (6.6660, 6.6306, 9.1572)  0.138
H (6.4788, 4.8451, 7.6342)  0.180

Cartesian forces (eV/Å) of the 3 atoms listed first:
Hg 0.085 -0.828 -0.102
N 0.516 0.500 1.486
C 1.310 1.474 2.202

---

Record 3
ORCA calculation (ωB97M-V/def2-TZVPD) on a molecular structure, C6H14IN2O2.

Results
E_LUMO   3.4 eV
F_max   0.0894 hartree/bohr
Total charge   -1
Highest occupied orbital energy   -4.0 eV

Each line ends with the Löwdin charge.
CARTESIAN COORDINATES (ANGSTROEM)
I (0.1422, 1.4079, 15.8600)  1.025
C (0.0114, 2.1171, 18.7430)  -0.157
C (-1.4739, 2.1881, 18.6345)  -0.591
O (-2.1795, 2.3138, 19.6657)  -0.047
N (-1.9495, 2.2924, 17.3821)  -0.112
C (-3.4112, 2.5491, 17.0055)  -0.038
H (0.4484, 1.1753, 19.0749)  0.073
H (0.3568, 2.8655, 19.4562)  0.077
H (0.6100, 2.2293, 17.8389)  -0.120
H (-1.2329, 1.9135, 16.7796)  -0.361
H (-3.8975, 3.2506, 17.6834)  0.066
H (-3.8916, 1.5800, 17.1404)  0.066
H (-3.4532, 2.8369, 15.9550)  0.064
C (0.3989, -0.7728, 12.8323)  -0.030
C (1.4729, 0.3553, 12.6988)  -0.571
O (1.9952, 0.5931, 11.6161)  -0.013
N (1.8089, 0.9314, 13.8544)  -0.181
C (2.8712, 1.9048, 13.9785)  -0.134
H (-0.5837, -0.3789, 13.0920)  0.051
H (0.5761, -1.2292, 13.8062)  0.048
H (0.4362, -1.5738, 12.0940)  0.067
H (1.2212, 0.8478, 14.6715)  -0.391
H (3.8197, 1.6147, 13.5266)  0.073
H (3.2508, 1.7700, 14.9913)  0.060
H (2.6280, 2.9485, 13.7793)  0.076

Cartesian forces (eV/Å) of the 3 atoms listed first:
I -0.113 -0.804 -0.244
C 1.992 0.004 0.898
C -2.168 1.150 1.260

---

Record 4
ORCA calculation (ωB97M-V/def2-TZVPD) on a molecular structure, C6H14N2.

Results
E_LUMO   0.8 eV
F_max   0.0814 hartree/bohr
Highest occupied orbital energy   -8.3 eV

Each line ends with the Löwdin charge.
CARTESIAN COORDINATES (ANGSTROEM)
C (0.9597, 0.7884, 1.6224)  -0.286
C (-0.5614, 0.5873, 1.5853)  -0.188
C (-1.0538, -0.2821, 0.3651)  -0.167
N (-0.5868, 1.8912, -1.2727)  0.072
C (0.0785, 0.6453, -1.5358)  -0.249
C (-0.1017, -0.4712, -0.8031)  -0.345
C (0.0122, -1.7645, -1.5594)  -0.071
N (1.7442, -0.4613, 1.7448)  0.003
H (1.2464, 1.2509, 0.6748)  0.091
H (1.2630, 1.4903, 2.3841)  0.095
H (-1.0007, 1.5865, 1.4857)  0.095
H (-0.9177, 0.1134, 2.4935)  0.096
H (-2.0478, 0.0806, 0.0794)  0.110
H (-1.1517, -1.2780, 0.8042)  0.100
H (-0.4090, 2.4960, -2.0717)  0.075
H (-1.2472, 1.0716, -1.5761)  0.113
H (0.8247, 0.6158, -2.3290)  0.126
H (0.8672, -1.7710, -2.2331)  0.078
H (-0.8968, -1.9412, -2.1379)  0.081
H (0.1105, -2.6244, -0.8979)  0.071
H (1.6251, -0.9002, 0.8387)  0.037
H (1.2431, -1.1234, 2.3386)  0.062

Cartesian forces (eV/Å) of the 3 atoms listed first:
C -0.192 -0.567 -0.373
C 0.381 0.649 -1.191
C 0.767 -1.202 1.366

---

Record 5
ORCA calculation (ωB97M-V/def2-TZVPD) on 2 unconnected molecules or ions with the total composition C6H14N2.

Results
E_LUMO   1.0 eV
F_max   0.0232 hartree/bohr
SMILES   C=C=N.CCCNC
Highest occupied orbital energy   -8.3 eV

Each line ends with the Löwdin charge.
CARTESIAN COORDINATES (ANGSTROEM)
C (0.5180, -0.9248, -0.5416)  -0.239
C (0.8578, -1.1895, 0.9325)  -0.257
C (-1.6712, 0.1118, -0.0875)  -0.119
C (0.1426, 2.8722, -1.6844)  -0.031
C (0.0467, -2.3345, 1.5314)  -0.115
N (-0.3733, 0.2122, -0.7240)  -0.180
C (0.6195, 2.4256, -0.5486)  -0.312
N (1.1380, 2.3638, 0.5526)  0.146
H (1.7408, 1.5891, 0.7953)  0.055
H (0.0973, -1.8471, -0.9786)  0.112
H (1.4292, -0.6839, -1.0966)  0.112
H (1.9183, -1.4378, 1.0125)  0.103
H (0.6897, -0.2766, 1.5045)  0.090
H (-1.5489, 0.1485, 0.9936)  0.077
H (-2.2735, 0.9666, -0.3905)  0.078
H (-2.2133, -0.8082, -0.3520)  0.081
H (-0.4689, 0.4156, -1.7366)  0.108
H (-0.8501, 2.6211, -2.0122)  0.039
H (0.6612, 3.6526, -2.2225)  0.051
H (0.3117, -2.4795, 2.5771)  0.070
H (-1.0204, -2.1354, 1.4784)  0.058
H (0.2486, -3.2618, 0.9973)  0.073

Cartesian forces (eV/Å) of the 3 atoms listed first:
C -0.001 0.054 -0.065
C -0.095 -0.170 -0.199
C 0.042 -0.166 -0.234

---

Record 6
ORCA calculation (ωB97M-V/def2-TZVPD) on C6H14N2 in the gas phase.

Results
E_LUMO   1.1 eV
F_max   0.0431 hartree/bohr
SMILES   C=C(C[C@@H](C)N)NC
Highest occupied orbital energy   -7.6 eV

Each line ends with the Löwdin charge.
CARTESIAN COORDINATES (ANGSTROEM)
C (-0.8846, -1.2108, 2.3026)  -0.054
C (-0.6571, -0.8888, 0.8068)  -0.441
C (0.2173, 0.3529, 0.6171)  -0.135
C (1.2250, 0.3097, -0.5221)  -0.386
C (2.2166, -0.5990, -0.4838)  0.018
C (-0.0323, 1.8434, -2.0733)  -0.097
N (1.1670, 1.2977, -1.4544)  -0.045
N (-1.8374, -0.7616, -0.0094)  0.035
H (-0.4977, -2.2143, 2.4960)  0.070
H (-0.4464, -0.4745, 2.9737)  0.064
H (-1.9374, -1.2971, 2.5790)  0.065
H (-0.0012, -1.6700, 0.4168)  0.118
H (-0.4179, 1.2466, 0.5139)  0.109
H (0.7543, 0.6372, 1.5126)  0.108
H (2.9494, -0.6928, -1.2778)  0.044
H (2.3291, -1.3744, 0.2615)  0.048
H (-0.8824, 1.5114, -1.4751)  0.059
H (-0.2943, 1.4749, -3.0738)  0.079
H (0.0225, 2.9288, -2.1285)  0.074
H (1.9191, 1.3351, -2.1304)  0.124
H (-2.3542, -1.6091, -0.1856)  0.069
H (-2.5573, -0.1453, 0.3343)  0.073

Cartesian forces (eV/Å) of the 3 atoms listed first:
C -0.397 -0.456 -0.054
C 0.793 0.192 0.650
C -0.457 1.389 -0.190

---

Record 7
ORCA calculation (ωB97M-V/def2-TZVPD) on 2 unconnected molecules or ions with the total composition C6H14N2.

Results
E_LUMO   1.0 eV
F_max   0.0321 hartree/bohr
Highest occupied orbital energy   -6.3 eV

Each line ends with the Löwdin charge.
CARTESIAN COORDINATES (ANGSTROEM)
C (-0.8599, 0.4811, -1.5463)  -0.488
C (-0.1455, -1.3119, 0.7919)  -0.077
C (-2.2759, 0.1663, -1.9391)  -0.043
C (-0.6759, 1.7083, -0.7037)  -0.058
C (1.9560, -0.4199, 2.7095)  -0.110
N (0.1814, -0.0420, -2.0774)  0.097
C (1.9761, -0.2740, 1.2259)  -0.212
N (1.0410, -0.7789, 0.4594)  -0.114
H (-0.0185, -0.8120, -2.7135)  0.065
H (1.0911, -0.5635, -0.5677)  0.097
H (-0.3610, -1.5344, 1.8207)  0.030
H (-0.6655, -1.8969, 0.0561)  0.034
H (2.7450, 0.3065, 0.7457)  0.096
H (0.3733, 1.9761, -0.6269)  0.075
H (-2.3321, -0.7196, -2.5711)  0.076
H (-2.8810, 0.0193, -1.0481)  0.082
H (-2.7047, 1.0003, -2.4939)  0.083
H (-1.0477, 1.5145, 0.2989)  0.077
H (-1.2342, 2.5479, -1.1153)  0.082
H (1.0693, 0.0558, 3.1363)  0.069
H (2.8347, 0.0477, 3.1483)  0.066
H (1.9339, -1.4707, 3.0102)  0.074

Cartesian forces (eV/Å) of the 3 atoms listed first:
C 0.383 0.722 -1.436
C -0.088 -0.539 0.365
C 0.113 -0.377 0.131

---

Record 8
ORCA calculation (ωB97M-V/def2-TZVPD) on 2 unconnected molecules or ions with the total composition C6H14N2.

Results
E_LUMO   0.9 eV
F_max   0.0419 hartree/bohr
SMILES   [H]/N=C/C(C)C.C=CN
Highest occupied orbital energy   -7.7 eV

Each line ends with the Löwdin charge.
CARTESIAN COORDINATES (ANGSTROEM)
C (1.4877, 0.5316, -1.0406)  -0.414
C (2.8556, 1.2128, -0.9447)  -0.082
C (1.5048, -0.8195, -0.3391)  -0.090
H (1.2601, 0.3945, -2.1060)  0.133
H (-2.3355, -0.3678, -0.4004)  0.109
H (3.1369, 1.3561, 0.0968)  0.084
H (1.7129, -0.6875, 0.7197)  0.079
H (0.5473, -1.3177, -0.4596)  0.063
H (2.8704, 2.1797, -1.4440)  0.072
H (3.6198, 0.5900, -1.4052)  0.078
H (2.2779, -1.4528, -0.7695)  0.077
C (-2.5821, -0.9751, 0.5103)  -0.328
N (-1.4862, -1.1859, 1.3163)  0.018
C (0.4169, 1.4757, -0.4764)  -0.191
C (-3.7902, -1.4788, 0.7488)  -0.051
N (-0.1518, 1.2807, 0.6305)  0.097
H (-1.6799, -1.4838, 2.2609)  0.084
H (-0.8121, -0.4251, 1.2990)  0.011
H (-0.6955, 2.0648, 0.9830)  0.073
H (0.4811, 2.4728, -0.9352)  0.116
H (-4.6277, -1.3692, 0.0850)  0.026
H (-4.0104, -1.9956, 1.6702)  0.037

Cartesian forces (eV/Å) of the 3 atoms listed first:
C -0.695 -0.068 0.033
C -0.150 0.091 0.014
C -0.096 0.180 -0.336

---

Record 9
ORCA calculation (ωB97M-V/def2-TZVPD) on a molecular structure, C6H14N2.

Results
E_LUMO   0.8 eV
F_max   0.0729 hartree/bohr
Highest occupied orbital energy   -7.4 eV

Each line ends with the Löwdin charge.
CARTESIAN COORDINATES (ANGSTROEM)
C (-0.7182, -0.0168, 1.2824)  -0.064
C (-0.1210, -1.3795, -0.9349)  -0.157
C (1.2967, -1.4999, 1.1703)  -0.059
C (-0.5021, 2.1416, -0.6191)  -0.077
C (-1.0205, -0.5354, -1.7375)  -0.126
N (0.3166, -0.6923, 0.4582)  -0.193
C (0.2876, 0.9542, 0.8336)  -0.432
N (1.1934, 1.5738, 1.4690)  0.053
H (2.0129, 1.8063, 0.9115)  0.039
H (-1.6891, 0.0115, 0.7966)  0.115
H (-0.7115, -0.2986, 2.3352)  0.124
H (0.8406, -1.5643, -1.4161)  0.111
H (-0.5608, -2.3271, -0.6017)  0.112
H (2.1880, -1.6070, 0.5508)  0.092
H (0.8947, -2.4944, 1.3914)  0.092
H (1.5707, -1.0053, 2.1003)  0.088
H (-1.4149, 2.2765, -1.2056)  0.029
H (-0.6427, 2.9400, 0.1113)  0.024
H (0.4340, 2.3338, -1.1429)  0.028
H (-0.7897, 0.6437, -1.4039)  0.055
H (-2.0761, -0.7099, -1.5488)  0.071
H (-0.7884, -0.5509, -2.8000)  0.074

Cartesian forces (eV/Å) of the 3 atoms listed first:
C 0.511 0.043 0.005
C 1.060 0.115 2.594
C -0.064 0.101 -0.038

---

Record 10
ORCA calculation (ωB97M-V/def2-TZVPD) on a molecular structure, C6H14N2.

Results
E_LUMO (spin up / spin down)   -6.9 / -15.7 eV
⟨S²⟩   2.005
F_max   0.2905 hartree/bohr
Total charge   +2
2S+1   3
Highest occupied orbital energy (spin up / spin down)   -13.5 / -21.5 eV

Each line ends with the Löwdin charge.
CARTESIAN COORDINATES (ANGSTROEM)
C (-0.8163, -1.3134, 0.1471)  -0.028
C (0.7296, -1.3124, 0.1205)  -0.042
C (-0.0013, 0.4936, -1.1353)  -0.024
C (-0.0458, 0.6500, 0.8775)  -0.014
C (-2.3421, 0.5552, -0.0989)  0.037
C (2.3817, 0.6212, 0.0047)  0.114
N (-1.0374, 0.1398, -0.0778)  -0.276
N (1.0213, 0.1352, 0.0049)  -0.198
H (-1.2537, -1.8997, -0.7130)  0.183
H (-1.2033, -1.7768, 1.1703)  0.217
H (1.0443, -1.6672, 1.1044)  0.180
H (1.3298, -1.9294, -0.6255)  0.208
H (0.0476, -0.3858, -1.9149)  0.190
H (0.2344, 1.5498, -1.5537)  0.189
H (-0.0526, 1.8348, 0.6941)  0.227
H (0.0156, 0.2809, 1.9452)  0.213
H (-2.4502, 1.5540, -0.2409)  0.099
H (-2.8599, 0.0464, -0.7997)  0.095
H (-2.8623, 0.3281, 0.9464)  0.203
H (2.7915, 0.5989, -0.9370)  0.121
H (2.3972, 1.5963, 0.4229)  0.127
H (2.9319, -0.0995, 0.6587)  0.178

Cartesian forces (eV/Å) of the 3 atoms listed first:
C -0.126 -2.494 -0.392
C 0.631 -0.605 -1.030
C -7.040 1.775 -13.053

---

Question: Look up the F_max of the sixth one.
Answer: 0.0431 hartree/bohr

---

Question: What is the F_max in the fifth record?
Answer: 0.0232 hartree/bohr

---

Question: Which value of F_max does entry 8 give?
Answer: 0.0419 hartree/bohr